## A
C3H5Br | the ωB97M-V functional and the def2-TZVPD basis

Each line ends with the Löwdin charge.
Geometry (Å):
Br 2.87 -0.04 0.32  0.5662
H -1.80 -1.35 0.16  0.0520
H 0.99 0.88 -1.06  0.0413
H -1.14 -0.34 -1.21  0.0567
C -1.03 -0.69 -0.20  -0.0223
H 1.04 1.65 0.58  0.0412
H 0.14 -0.66 1.58  0.0768
C -0.01 -0.34 0.56  -0.2352
C 1.10 0.72 0.01  -0.5766

Its SMILES is C=CCBr. As for the HOMO energy: -10.00 eV.

---

## B
C3H5Br | the ωB97M-V functional and the def2-TZVPD basis

Each line ends with the Löwdin charge.
Geometry (Å):
H -0.11 -1.96 0.46  0.0091
C 0.35 -1.10 0.16  -0.1675
C 0.00 1.50 -0.23  -0.0076
H 0.85 -1.38 -0.83  0.0991
H -0.50 2.42 -0.27  0.0122
H 1.26 -0.97 0.86  0.1054
Br -2.37 -0.06 0.23  0.7354
H 1.08 1.45 -0.41  0.0396
C -0.56 0.11 0.02  -0.8257

Its SMILES is C=C(C)Br. As for the HOMO energy: -8.67 eV.

---

Which of them is most stable, and which least? Most stable: A; least stable: B.

---

## A
C6H12N2O | the ωB97M-V functional and the def2-TZVPD basis

Each line ends with the Löwdin charge.
Geometry (Å):
H 1.35 -2.64 0.40  0.0479
H -0.31 2.74 -0.89  0.0863
C -0.60 1.55 0.75  -0.1993
H 0.82 -0.94 -2.28  0.0809
C 0.36 -0.81 -0.14  -0.4340
H -3.00 -0.64 -0.59  0.0672
N -1.00 -0.37 -0.44  -0.0391
C 0.56 -1.95 0.62  0.0331
H -1.82 2.05 -0.77  0.0823
C 0.75 1.19 0.95  -0.2606
H -0.26 -2.44 1.13  0.0419
O 1.09 0.80 2.23  -0.0527
H -1.30 1.25 1.51  0.1288
H 1.49 1.82 0.44  0.1206
N -1.02 2.39 -0.25  0.0546
H -1.99 -2.19 -0.40  0.0727
C 1.26 -0.59 -1.34  -0.0586
H 1.40 0.49 -1.48  0.0595
C -2.03 -1.11 -0.43  -0.0166
H 2.02 0.47 2.17  0.1068
H 2.23 -1.06 -1.19  0.0785

Its SMILES is C=NC(=C)C.N/C=C/O. As for the HOMO energy: -7.03 eV.

---

## B
C6H12N2O | the ωB97M-V functional and the def2-TZVPD basis

Each line ends with the Löwdin charge.
Geometry (Å):
H 0.70 -2.88 0.97  0.0484
H 1.65 2.29 0.89  0.0744
H -0.08 2.28 1.29  0.0762
H -1.71 -0.24 -0.99  0.0848
H -2.24 0.40 1.07  0.0585
N -1.45 0.26 1.71  0.1191
N -1.74 -1.27 -0.72  0.0860
H 0.23 -0.80 1.97  0.1093
H -1.75 -1.88 -1.53  0.0922
H -0.13 -3.44 -0.56  0.0521
C -0.81 -1.60 0.22  -0.4386
C 0.66 2.39 0.47  -0.0220
C 0.37 1.36 -0.58  -0.4957
O -0.71 1.30 -1.15  0.0162
H 1.84 -0.15 -0.31  0.0809
C -0.01 -2.68 0.19  0.0385
H 0.53 3.38 0.04  0.0953
C 1.56 0.58 -1.08  -0.0144
C -0.62 -0.61 1.32  -0.2367
H 2.41 1.24 -1.24  0.0866
H 1.32 0.04 -1.99  0.0887

Its SMILES is [H]/N=C\C(=C)N.CC(C)=O. As for the HOMO energy: -8.44 eV.

---

## C
C6H12N2O | the ωB97M-V functional and the def2-TZVPD basis

Each line ends with the Löwdin charge.
Geometry (Å):
H 2.73 2.63 1.09  0.0730
C 3.19 1.81 1.63  -0.1097
H 0.37 0.28 -1.28  0.0217
H 4.25 1.82 1.39  0.0739
N -1.49 -1.92 -1.24  0.0643
H 2.99 -0.35 1.74  0.1023
C 1.42 0.29 -1.02  -0.0068
H 3.18 1.99 2.71  0.0656
H -0.53 -2.07 -0.96  0.0759
H -3.50 0.67 -0.70  0.0795
N -1.90 -0.70 -0.63  -0.2413
H -2.23 0.31 1.15  0.1320
C -3.08 -0.16 -1.27  -0.0710
C 2.50 0.51 1.29  -0.1655
H -2.05 -2.70 -0.88  0.0898
O -1.23 -1.47 1.41  0.0279
H 2.16 0.07 -1.77  0.0617
C 1.68 0.36 0.27  -0.1063
H -2.86 0.10 -2.31  0.0821
H -3.88 -0.90 -1.35  0.0801
C -1.73 -0.59 0.75  -0.3294

Its SMILES is CN(N)C=O.C=C=CC. As for the HOMO energy: -9.16 eV.

---

## D
C6H12N2O | the ωB97M-V functional and the def2-TZVPD basis

Each line ends with the Löwdin charge.
Geometry (Å):
H -2.23 -0.48 2.19  0.0780
H 2.13 1.08 -2.58  0.0801
C 0.31 -0.18 1.16  -0.2458
H -1.90 -1.94 1.27  0.0820
C 2.53 0.93 -1.58  -0.1232
H 3.47 0.39 -1.68  0.0821
N 1.61 0.14 -0.82  -0.0442
H -1.15 1.68 -0.38  0.0966
C 1.34 0.47 0.39  -0.1323
H 2.75 1.91 -1.13  0.0781
H 1.27 -0.79 2.69  0.0643
H -0.94 -1.77 -1.03  0.0898
H 1.73 1.39 0.85  0.1295
H -1.87 -0.40 -1.70  0.0880
C -2.21 -0.90 1.19  -0.0502
H -3.21 -0.84 0.75  0.0888
C -1.24 -0.13 0.33  -0.5372
C -1.06 -0.69 -1.05  -0.0493
N 0.35 -0.77 2.26  0.1608
H -0.05 -0.30 -1.46  0.0744
O -1.62 1.22 0.32  -0.0102

Its SMILES is [H]/N=C(\C=N\C)C(C)(C)O. As for the HOMO energy: -8.89 eV.

---

Which of them is most stable, and which least? Most stable: B; least stable: A.

---

## A
C6H12N2O | the ωB97M-V functional and the def2-TZVPD basis

Each line ends with the Löwdin charge.
Geometry (Å):
N -2.47 1.82 -0.16  0.0846
H -1.09 4.30 -0.59  0.0699
C -1.27 2.15 -0.67  -0.3837
C 1.62 -1.61 0.72  -0.2888
C 2.11 -2.70 1.63  -0.0943
N -1.22 0.00 -0.24  0.0404
H 3.18 -2.91 1.58  0.0728
H -0.15 3.60 -1.90  0.0664
C -1.06 3.48 -1.32  -0.0526
H -3.25 -0.07 0.46  0.1078
H -0.84 -0.90 -0.55  0.1169
H 2.40 -0.93 0.39  0.1138
H 1.74 -3.72 1.52  0.0764
H -1.93 3.70 -1.94  0.0713
O 0.96 -2.09 -0.46  -0.1082
H 2.00 -2.51 2.71  0.0752
C -2.43 0.54 0.12  -0.1931
H 0.82 -1.05 1.22  0.0990
C -0.46 1.05 -0.77  -0.0606
H 0.55 0.88 -1.10  0.1092
H 0.82 -3.01 -0.65  0.0778

Its SMILES is Cc1c[nH]cn1.CCO. As for the HOMO energy: -8.30 eV.

---

## B
C6H12N2O | the ωB97M-V functional and the def2-TZVPD basis

Each line ends with the Löwdin charge.
Geometry (Å):
H -3.25 0.84 -1.21  0.0672
H 0.34 1.10 -1.76  0.1202
H 4.20 0.54 0.72  0.1095
O -0.66 1.33 -1.80  0.0077
H 3.21 1.05 -0.85  0.0619
C -2.58 0.67 -0.44  0.0421
C -0.66 -1.03 -1.08  0.0288
N 2.17 -0.19 0.56  -0.0203
C -1.14 0.39 -0.93  -0.4912
H -1.40 -1.87 -0.77  0.1443
N 1.16 0.09 -0.16  0.0190
H -1.40 -0.81 1.79  0.0888
H -2.81 -0.04 0.21  0.0285
C -0.40 -0.44 1.53  -0.0235
C 3.35 0.29 -0.08  -0.1540
H 3.75 -0.61 -0.68  0.0912
H -0.14 0.46 2.08  0.0903
H 0.09 -1.41 -1.79  0.1107
H -2.62 1.60 0.06  0.0802
H 0.29 -1.17 1.84  0.0520
C -0.19 -0.13 0.08  -0.4536

Its SMILES is C/N=N/[C@]1(C)C[C@]1(C)O. As for the HOMO energy: -8.90 eV.

---

## C
C6H12N2O | the ωB97M-V functional and the def2-TZVPD basis

Each line ends with the Löwdin charge.
Geometry (Å):
C -1.44 -0.54 -0.13  -0.2879
H -2.91 2.18 -1.20  0.0864
O -2.19 0.32 -0.95  -0.1470
H -1.81 0.18 1.86  0.0573
H 3.08 0.43 0.79  0.0954
N 0.10 1.73 -0.04  0.1584
C 0.38 0.58 -0.20  -0.2923
H 3.47 -0.13 -0.85  0.0855
H -1.33 -1.59 1.70  0.0512
C -2.49 1.55 -0.41  -0.1356
N 1.44 -0.22 -0.39  -0.1888
C 1.40 -1.64 -0.10  -0.0600
C 2.74 0.42 -0.26  -0.0538
H 2.69 1.44 -0.62  0.0889
H 1.16 -1.84 0.95  0.0888
C -1.61 -0.67 1.22  0.0321
H 0.67 -2.15 -0.73  0.0770
H -3.13 1.47 0.48  0.0793
H 2.38 -2.07 -0.33  0.0870
H -1.26 -1.43 -0.71  0.1142
H -1.36 1.99 -0.07  0.0640

Its SMILES is CN(C)C#N.C=COC. As for the HOMO energy: -7.94 eV.

---

## D
C6H12N2O | the ωB97M-V functional and the def2-TZVPD basis

Each line ends with the Löwdin charge.
Geometry (Å):
H -0.09 -2.11 1.63  0.0541
N -0.95 0.16 1.04  -0.0292
H -2.15 1.80 1.48  0.0832
C -0.60 -0.63 -1.26  -0.1212
H 1.47 1.23 0.85  0.0630
H -0.38 -1.56 -1.76  0.1204
H -2.11 1.36 -0.23  0.0733
H -1.55 -0.23 -1.63  0.1067
C 0.56 0.36 -1.48  -0.1146
H 0.31 1.35 -1.11  0.1047
H 3.15 0.85 0.41  0.0872
C 2.15 0.43 0.55  -0.0202
C -0.61 -0.90 0.22  -0.5000
N -0.14 -2.00 0.62  0.1578
H 0.80 0.42 -2.55  0.1220
H -3.06 0.39 0.92  0.0860
O 2.26 -1.26 -1.11  0.0838
C -2.14 0.96 0.78  -0.0919
H -0.87 -0.07 2.02  0.1303
C 1.73 -0.25 -0.73  -0.4802
H 2.22 -0.31 1.34  0.0850

Its SMILES is [H]/N=C(/CCC(C)=O)NC. As for the HOMO energy: -9.17 eV.

---

Which of them is most stable, and which least? Most stable: D; least stable: C.

---

## A
C6H12N2O | the ωB97M-V functional and the def2-TZVPD basis

Each line ends with the Löwdin charge.
Geometry (Å):
H 1.84 -1.01 -1.28  0.0851
H -1.23 -0.34 0.57  0.1127
H -3.66 -0.06 -0.16  0.0741
H -0.42 2.81 0.05  0.1140
N -1.35 -2.06 -0.67  0.0974
N 0.19 2.15 0.49  0.1802
C 0.39 0.95 -0.13  -0.5419
C 2.41 -0.51 -0.51  -0.0432
C -2.88 -0.21 -0.90  -0.0866
H 0.83 0.31 2.49  0.0638
H -3.25 -0.76 -1.76  0.0773
H 0.64 2.38 1.36  0.0979
C 1.47 0.10 0.48  -0.2985
C 1.51 -0.15 1.79  0.0655
H -2.54 0.77 -1.24  0.0625
C -1.72 -0.92 -0.30  -0.3590
H -0.55 -2.46 -0.19  0.0420
O 0.00 0.78 -1.29  0.0172
H 3.00 0.27 -0.99  0.0918
H 3.08 -1.22 -0.03  0.0805
H 2.24 -0.82 2.21  0.0672

Its SMILES is C=C(C)C(N)=O.[H]/N=C/C. As for the HOMO energy: -9.28 eV.

---

## B
C6H12N2O | the ωB97M-V functional and the def2-TZVPD basis

Each line ends with the Löwdin charge.
Geometry (Å):
H 1.76 2.11 0.04  0.0841
O -0.79 1.41 0.89  -0.1634
C 0.10 -0.70 1.38  -0.0288
N 1.23 -0.97 -1.33  0.1157
H -0.64 0.24 -2.71  0.0911
C -0.76 -0.71 0.15  -0.1493
H 0.94 -1.40 1.37  0.1085
H -1.04 1.33 -1.48  0.0884
C 0.34 0.70 0.75  -0.5420
H 1.55 -1.66 -0.67  0.0815
C 1.68 1.39 0.85  -0.0057
H 2.53 0.70 0.79  0.0721
H -2.70 -0.61 1.02  0.0945
C -2.22 -0.89 0.09  -0.0048
C 0.14 -0.17 -0.86  -0.4610
H 1.97 -0.40 -1.72  0.0895
N -0.34 0.70 -1.86  0.1212
H -0.43 -0.69 2.32  0.1246
H 1.73 1.91 1.81  0.0913
H -2.40 -1.96 -0.10  0.1071
H -2.67 -0.31 -0.72  0.0855

As for the HOMO energy: -7.10 eV.

---

Which of them is most stable, and which least? Most stable: A; least stable: B.

---

## A
C4H4O | the ωB97M-V functional and the def2-TZVPD basis

Each line ends with the Löwdin charge.
Geometry (Å):
H 2.37 -0.66 -0.98  0.0832
O 2.73 0.39 0.58  -0.0278
C 0.10 -0.24 -0.23  -0.1900
C 1.86 -0.13 -0.15  -0.1528
H -0.05 -1.29 -0.69  0.1234
H -0.94 1.85 -0.88  0.0355
C -0.71 1.05 -0.37  0.0214
C -0.72 0.46 0.83  -0.0102
H -0.95 0.44 1.92  0.1173

Its SMILES is O=CC1C=C1. As for the HOMO energy: -8.92 eV.

---

## B
C4H4O | the ωB97M-V functional and the def2-TZVPD basis

Each line ends with the Löwdin charge.
Geometry (Å):
C -0.33 0.07 -0.83  -0.6255
C -0.34 1.85 1.19  0.0994
C 0.33 -1.18 -0.30  -0.1095
H -0.09 2.43 2.13  0.0710
H 0.05 -2.18 -1.25  0.1610
H -0.36 -1.47 0.98  0.1937
H 1.84 -1.00 -0.22  0.2088
O -0.66 0.34 -1.93  0.0904
C -0.45 1.16 0.21  -0.0894

As for the HOMO energy: -10.38 eV.

---

Which of them is most stable, and which least? Most stable: A; least stable: B.